{
  "formula": "C6H9N",
  "method": "wB97M-V/def2-TZVPD",
  "total_charge": 0,
  "lumo_energy_ev": 1.02,
  "e_tot_ev": -7853.7023,
  "largest_force_ha_per_bohr": 0.03807,
  "homo_lumo_gap_ev": 9.8,
  "smiles": "C[C@H]1C[C@H]1C1=NC1",
  "species": ["C", "C", "C", "C", "C", "N", "C", "H", "H", "H", "H", "H", "H", "H", "H", "H"],
  "coordinates": [[-0.50601, 0.90722, 1.51334], [-0.32619, -0.54111, 1.11108], [-0.77819, -0.94492, -0.25356], [0.71966, -0.90389, 0.11692], [1.29755, 0.12346, -0.72906], [2.25688, 0.76981, -1.18589], [0.56263, 0.61806, -1.82812], [-0.26636, 1.60539, 0.70048], [-1.54454, 1.07774, 1.80889], [0.14721, 1.16057, 2.35351], [-0.48433, -1.27310, 1.88718], [-1.14586, -1.91303, -0.54796], [-1.34086, -0.13379, -0.73215], [1.24290, -1.85094, 0.23161], [0.33280, -0.09330, -2.63199], [-0.14620, 1.43932, -1.73554]]
}

---

{
  "formula": "C7H11NOS",
  "method": "wB97M-V/def2-TZVPD",
  "total_charge": 0,
  "lumo_energy_ev": 0.62,
  "e_tot_ev": -21807.4888,
  "largest_force_ha_per_bohr": 0.07222,
  "homo_lumo_gap_ev": 9.2,
  "smiles": "N#CC1=CCCC1.CSO",
  "species": ["N", "C", "C", "C", "C", "C", "C", "H", "H", "H", "H", "H", "H", "H", "C", "S", "O", "H", "H", "H", "H"],
  "coordinates": [[-1.93624, -1.06684, -1.77319], [-1.29332, -0.94898, -0.82806], [-0.66515, -0.79987, 0.43378], [-1.10111, -0.25890, 1.59710], [0.07071, -0.26649, 2.56733], [0.98982, -1.34138, 1.97177], [0.73579, -1.30316, 0.46458], [-2.04377, 0.10250, 1.81099], [-0.35040, -0.37753, 3.54049], [0.39545, 0.69300, 2.69512], [2.00216, -1.06952, 2.34370], [0.84913, -2.30639, 2.45150], [1.29946, -0.67015, -0.27965], [0.95821, -2.33155, 0.14772], [0.38791, 1.43128, -3.20769], [0.02906, 2.89589, -2.23728], [-0.46121, 2.20839, -0.81343], [-0.39707, 0.85437, -3.71028], [0.86599, 0.55905, -2.63928], [1.00202, 1.67226, -3.99570], [-1.33745, 2.32403, -0.53952]]
}

---

{
  "formula": "C6H13NS",
  "method": "wB97M-V/def2-TZVPD",
  "total_charge": 0,
  "lumo_energy_ev": 0.97,
  "e_tot_ev": -18756.9074,
  "largest_force_ha_per_bohr": 0.02801,
  "homo_lumo_gap_ev": 9.6,
  "smiles": "CN(C)[C@H]1C[C@@H](S)C1",
  "species": ["C", "N", "C", "C", "C", "C", "S", "C", "H", "H", "H", "H", "H", "H", "H", "H", "H", "H", "H", "H", "H"],
  "coordinates": [[-1.97933, -1.26445, -0.30662], [-1.19230, -0.06926, -0.49851], [-1.97959, 1.12324, -0.35687], [-0.05253, -0.03230, 0.39459], [1.01836, 1.02139, 0.08042], [2.08544, -0.00681, 0.44428], [3.60816, -0.14379, -0.54105], [1.04174, -1.10907, 0.15385], [-2.80148, -1.15954, -1.06358], [-2.37387, -1.26490, 0.76421], [-1.31732, -2.11630, -0.49425], [-2.39999, 1.21847, 0.63298], [-2.81021, 1.09963, -1.06633], [-1.35052, 2.00305, -0.48785], [-0.32101, -0.02573, 1.44191], [0.96005, 1.28608, -0.97396], [1.14065, 1.94494, 0.65478], [2.39313, 0.05550, 1.47574], [4.34358, 0.86083, -0.10565], [0.94173, -1.43741, -0.90164], [1.04530, -1.98357, 0.75355]]
}

---

{
  "formula": "CCl4OS",
  "method": "wB97M-V/def2-TZVPD",
  "total_charge": 0,
  "lumo_energy_ev": -1.38,
  "e_tot_ev": -64006.0059,
  "largest_force_ha_per_bohr": 0.03757,
  "homo_lumo_gap_ev": 8.3,
  "species": ["C", "O", "S", "Cl", "Cl", "Cl", "Cl"],
  "coordinates": [[1.57348, 0.14680, 0.44172], [-1.36407, -1.83148, -0.22435], [-1.13809, -0.56140, 0.35375], [2.47824, -0.75500, -0.61235], [2.13322, 1.76641, 0.57587], [-3.02919, 0.27114, 0.55555], [-0.65360, 0.96354, -1.09019]]
}

---

{
  "formula": "C29H49BrCl38IN2O4PS",
  "method": "wB97M-V/def2-TZVPD",
  "total_charge": 0,
  "lumo_energy_ev": -0.59,
  "e_tot_ev": -616151.8854,
  "largest_force_ha_per_bohr": 0.12336,
  "homo_lumo_gap_ev": 8.2,
  "species": ["C", "C", "C", "Br", "C", "C", "C", "C", "S", "C", "N", "N", "C", "O", "O", "C", "O", "P", "O", "I", "H", "H", "H", "H", "H", "H", "H", "H", "H", "H", "H", "C", "Cl", "Cl", "H", "H", "C", "Cl", "Cl", "H", "H", "C", "Cl", "Cl", "H", "H", "C", "Cl", "Cl", "H", "H", "C", "Cl", "Cl", "H", "H", "C", "Cl", "Cl", "H", "H", "C", "Cl", "Cl", "H", "H", "C", "Cl", "Cl", "H", "H", "C", "Cl", "Cl", "H", "H", "C", "Cl", "Cl", "H", "H", "C", "Cl", "Cl", "H", "H", "C", "Cl", "Cl", "H", "H", "C", "Cl", "Cl", "H", "H", "C", "Cl", "Cl", "H", "H", "C", "Cl", "Cl", "H", "H", "C", "Cl", "Cl", "H", "H", "C", "Cl", "Cl", "H", "H", "C", "Cl", "Cl", "H", "H", "C", "Cl", "Cl", "H", "H"],
  "coordinates": [[-4.48124, -2.03837, -5.88812], [-3.80453, -1.46119, -5.07656], [-2.69914, -0.93529, -4.17473], [-3.66029, 0.01013, -2.71728], [-1.85772, 0.02730, -5.05463], [-0.66599, 0.74701, -4.34303], [-1.05487, 2.08495, -3.57595], [-0.52255, 1.91330, -2.12654], [-1.36069, 3.02079, -0.89252], [-0.29445, 2.81238, 0.53003], [0.22905, 3.66588, 1.35450], [0.98830, 2.86425, 2.19495], [0.88794, 1.62855, 1.83028], [0.04743, 1.51740, 0.74863], [-1.96971, -1.96523, -3.51910], [-1.09201, -2.66087, -4.32573], [-1.39841, -3.38165, -5.22239], [0.78899, -2.53226, -3.97688], [1.32829, -4.15585, -4.14080], [1.20570, -1.86901, -1.64735], [-4.96147, -2.27981, -6.83231], [-1.46150, -0.49393, -5.95442], [-2.55893, 0.82077, -5.39441], [-0.18788, 0.05494, -3.61320], [0.11354, 1.00163, -5.08937], [-0.50243, 2.89901, -4.08223], [-2.14486, 2.26146, -3.64212], [0.55188, 2.19387, -2.08527], [-0.64777, 0.88187, -1.74549], [1.37915, 0.74282, 2.25227], [2.14792, -4.27881, -3.62631], [1.30012, -4.81232, -7.55214], [1.08410, -6.00763, -8.83824], [0.54354, -3.27167, -7.96751], [0.84600, -5.18910, -6.64092], [2.36210, -4.65086, -7.39779], [-3.81685, 1.94186, 2.31045], [-4.01571, 3.40072, 3.28766], [-4.68518, 2.06422, 0.77782], [-2.75993, 1.80044, 2.10348], [-4.20253, 1.09276, 2.86571], [5.27532, -4.27581, -2.21747], [4.09966, -3.07174, -2.75444], [4.50444, -5.84798, -1.98574], [6.05552, -4.37141, -2.96630], [5.70470, -3.95118, -1.27584], [-5.58880, 4.14199, 6.82750], [-7.12762, 4.64472, 7.53875], [-5.45690, 2.38286, 6.74887], [-5.51957, 4.54398, 5.82149], [-4.77834, 4.52775, 7.43742], [3.87968, -0.68540, 3.92034], [4.99159, -0.00104, 2.73078], [2.32970, -1.09343, 3.17109], [4.32037, -1.58423, 4.34074], [3.70671, 0.04417, 4.70372], [4.71091, -7.92772, 0.86202], [4.96531, -9.42788, 1.76405], [6.10199, -6.84478, 1.00461], [4.56128, -8.16971, -0.18621], [3.83178, -7.42018, 1.25425], [0.92348, 3.55810, -7.46726], [-0.46225, 2.55000, -7.90236], [1.75293, 2.92860, -6.03896], [1.62075, 3.57545, -8.29852], [0.57373, 4.56326, -7.25495], [7.03971, -1.31880, 0.21763], [5.51411, -0.76367, -0.48599], [6.92371, -2.98726, 0.79455], [7.81650, -1.26110, -0.53817], [7.29114, -0.67795, 1.05727], [5.83888, 2.44008, 5.67455], [4.20421, 3.03296, 5.36815], [5.81193, 0.77532, 6.27503], [6.39851, 2.47176, 4.74361], [6.31529, 3.07354, 6.41609], [1.16508, -5.85607, 2.16244], [0.83750, -7.41750, 2.92027], [2.25993, -6.02725, 0.78206], [0.22913, -5.42875, 1.81668], [1.62502, -5.19921, 2.89383], [-6.41806, -5.49492, -7.38781], [-6.70983, -5.15829, -5.68050], [-6.46592, -4.01229, -8.35606], [-5.43873, -5.95013, -7.49496], [-7.18455, -6.17261, -7.74981], [8.62081, -1.07509, 4.53338], [7.67082, -2.56051, 4.41897], [9.27827, -0.60528, 2.96011], [7.98134, -0.27727, 4.89695], [9.44339, -1.23601, 5.22331], [1.51702, 4.79253, 6.88799], [1.71672, 6.41831, 7.55429], [0.74097, 3.70912, 8.05046], [0.90040, 4.85137, 5.99639], [2.49487, 4.39434, 6.63788], [-1.01390, -6.14551, -2.20126], [-0.34460, -4.64120, -2.86946], [-2.72954, -6.33824, -2.60204], [-0.46193, -6.98286, -2.61778], [-0.90663, -6.13243, -1.11999], [10.41922, 2.58005, 4.18846], [10.97042, 4.04937, 3.38020], [8.65784, 2.42699, 4.11969], [10.86295, 1.71951, 3.69714], [10.72696, 2.61400, 5.22875], [-10.14637, 7.14248, 6.36847], [-8.93838, 7.80628, 5.26079], [-11.66400, 6.78585, 5.53168], [-9.75875, 6.22421, 6.79967], [-10.34627, 7.86765, 7.15557], [4.87761, 6.47707, 3.04672], [3.50296, 5.41229, 2.73405], [5.83000, 5.92102, 4.43224], [5.51540, 6.49401, 2.16886], [4.50794, 7.47568, 3.25613], [-13.20979, 7.45607, 8.97039], [-13.32063, 6.39157, 10.37528], [-11.63829, 8.26679, 8.89650], [-13.33985, 6.86504, 8.06917], [-13.98848, 8.20891, 9.03695], [-9.09791, -3.30281, -10.72784], [-8.95575, -2.42341, -12.25508], [-9.84551, -4.88722, -10.96478], [-8.10665, -3.44252, -10.30913], [-9.71021, -2.72356, -10.04413]]
}